The following is a quantum chemistry calculation of a 13-piece molecular cluster, C76H191N13O25 overall, from the Open Molecules 2025 dataset.

Last columns: bonded neighbours and bond lengths (Å).
Geometry (Å):
1 C 6.3626 -2.4193 -3.4868  C2 1.549, H7 1.141, H8 1.102, H9 1.143
2 C 6.1869 -1.1880 -4.4093  C1 1.549, C3 1.505, N6 1.441, H10 1.063
3 C 4.8583 -1.1237 -5.1127  C2 1.505, O4 1.388, H11 1.062, H12 1.062
4 O 3.8363 -0.6290 -4.3140  C3 1.388, C5 1.397
5 C 2.6454 -0.4627 -5.0257  O4 1.397, H13 1.113, H14 1.122, H15 1.100
6 N 6.4944 -0.0601 -3.5667  C2 1.441, H16 0.988, H17 1.001
7 H 5.4834 -2.3648 -2.7621  C1 1.141
8 H 7.3241 -2.4451 -2.9490  C1 1.102
9 H 6.3111 -3.3430 -4.1585  C1 1.143
10 H 6.9910 -1.2301 -5.1040  C2 1.063
11 H 4.5957 -2.0815 -5.4885  C3 1.062
12 H 5.0391 -0.4633 -5.9242  C3 1.062
13 H 2.1147 -1.4194 -5.2297  C5 1.113
14 H 2.8685 0.1509 -5.9378  C5 1.122
15 H 2.0379 0.1808 -4.3728  C5 1.100
16 H 6.5554 0.8368 -3.9765  N6 0.988
17 H 5.9999 0.0446 -2.7030  N6 1.001
18 C -3.7874 0.7163 1.6612  O19 1.374, H27 1.058, H28 1.139, H29 1.089
19 O -4.0152 1.2023 2.9265  C18 1.374, C20 1.378
20 C -2.8923 1.2866 3.7200  O19 1.378, C21 1.490, H30 1.111, H31 1.127
21 C -3.2281 1.9401 5.0163  C20 1.490, N22 1.438, H32 1.119, H33 1.125
22 N -4.2531 1.2626 5.7638  C21 1.438, C23 1.448, H34 1.007
23 C -4.5762 1.9489 6.9973  N22 1.448, C24 1.494, H35 1.102, H36 1.096
24 C -5.7674 1.3079 7.6324  C23 1.494, O25 1.362, H37 1.073, H38 1.118
25 O -6.8117 1.5719 6.7990  C24 1.362, C26 1.383
26 C -7.6805 0.4957 6.7790  O25 1.383, H39 1.108, H40 1.074, H41 1.083
27 H -4.4442 1.1287 0.9420  C18 1.058
28 H -3.9951 -0.4036 1.6270  C18 1.139
29 H -2.7553 0.9284 1.3846  C18 1.089
30 H -2.0582 1.7885 3.1848  C20 1.111
31 H -2.6990 0.2026 3.9602  C20 1.127
32 H -3.4505 3.0020 4.7415  C21 1.119
33 H -2.2568 1.8428 5.5748  C21 1.125
34 H -5.0766 1.2965 5.1857  N22 1.007
35 H -4.7621 3.0281 6.8772  C23 1.102
36 H -3.6923 1.8459 7.6365  C23 1.096
37 H -5.8937 1.7977 8.5787  C24 1.073
38 H -5.5775 0.2156 7.7750  C24 1.118
39 H -7.9427 0.2278 7.8220  C26 1.108
40 H -7.2386 -0.3524 6.2896  C26 1.074
41 H -8.5967 0.8175 6.2994  C26 1.083
42 C 0.2791 2.8597 10.0036  O43 1.429, H51 1.092, H52 1.108, H53 1.152
43 O 0.5569 1.6384 9.3157  C42 1.429, C44 1.386
44 C -0.1339 1.4686 8.1263  O43 1.386, C45 1.550, H54 1.125, H55 1.046
45 C 0.4391 0.1801 7.4822  C44 1.550, N46 1.489, H56 1.060, H57 1.138
46 N -0.5334 -0.2101 6.4236  C45 1.489, C47 1.569, H58 1.035
47 C -1.6495 -1.1416 7.0150  N46 1.569, C48 1.470, H59 1.136, H60 1.120
48 C -2.4020 -1.8671 5.9807  C47 1.470, O49 1.406, H61 1.101, H62 1.145
49 O -1.5849 -1.9783 4.8421  C48 1.406, C50 1.392
50 C -2.1999 -2.6170 3.7685  O49 1.392, H63 1.094, H64 1.086, H65 1.084
51 H -0.8052 2.9875 10.0370  C42 1.092
52 H 0.7641 3.7418 9.5418  C42 1.108
53 H 0.6977 2.7956 11.0752  C42 1.152
54 H -0.0272 2.2794 7.3534  C44 1.125
55 H -1.1285 1.2166 8.3301  C44 1.046
56 H 0.5329 -0.5448 8.2498  C45 1.060
57 H 1.4872 0.2601 7.0468  C45 1.138
58 H -0.2085 -0.6087 5.5257  N46 1.035
59 H -2.3400 -0.5335 7.6819  C47 1.136
60 H -1.1413 -1.9156 7.6454  C47 1.120
61 H -3.3158 -1.3095 5.7240  C48 1.101
62 H -2.7938 -2.8774 6.3506  C48 1.145
63 H -2.8354 -1.9430 3.1860  C50 1.094
64 H -2.8028 -3.4637 4.0834  C50 1.086
65 H -1.3525 -2.9097 3.1595  C50 1.084
66 C -6.0843 -4.6964 -8.8665  O67 1.386, H75 1.150, H76 1.111, H77 1.068
67 O -5.3689 -4.4126 -7.7144  C66 1.386, C68 1.452
68 C -3.9282 -4.4479 -7.8884  O67 1.452, C69 1.523, H78 1.070, H79 1.086
69 C -3.1354 -3.5427 -6.9555  C68 1.523, N70 1.564, H80 1.092, H81 1.105
70 N -3.5965 -2.0539 -7.0835  C69 1.564, C71 1.467, H82 1.011
71 C -2.8101 -1.3456 -6.0684  N70 1.467, C72 1.506, H83 1.130, H84 1.149
72 C -1.3211 -1.4419 -6.2715  C71 1.506, O73 1.443, H85 1.113, H86 1.099
73 O -0.6887 -2.4920 -5.5101  C72 1.443, C74 1.435
74 C -0.5095 -2.1917 -4.1181  O73 1.435, H87 1.087, H88 1.109, H89 1.102
75 H -7.1858 -4.5542 -8.5679  C66 1.150
76 H -5.9216 -5.7691 -9.1061  C66 1.111
77 H -5.8531 -4.1484 -9.7540  C66 1.068
78 H -3.6930 -4.0691 -8.8610  C68 1.070
79 H -3.5762 -5.4612 -7.7195  C68 1.086
80 H -2.0725 -3.6886 -7.1598  C69 1.092
81 H -3.3444 -3.8966 -5.9298  C69 1.105
82 H -4.5499 -2.0082 -6.7488  N70 1.011
83 H -3.1478 -1.6772 -5.0419  C71 1.130
84 H -3.1375 -0.2497 -6.1779  C71 1.149
85 H -0.8504 -0.4879 -5.9440  C72 1.113
86 H -1.0309 -1.5770 -7.3225  C72 1.099
87 H -1.4534 -1.8945 -3.6688  C74 1.087
88 H 0.2566 -1.4033 -3.9691  C74 1.109
89 H -0.0703 -3.1138 -3.7043  C74 1.102
90 C -3.7518 7.6386 7.8929  O91 1.423, H99 1.071, H100 1.080, H101 1.094
91 O -3.0306 7.7824 6.6742  C90 1.423, C92 1.401
92 C -3.2603 6.6770 5.8451  O91 1.401, C93 1.454, H102 1.082, H103 1.108
93 C -2.3614 6.7721 4.7068  C92 1.454, N94 1.479, H104 1.107, H105 1.094
94 N -2.6804 5.7395 3.6976  C93 1.479, C95 1.471, H106 0.968
95 C -1.8025 5.8671 2.5239  N94 1.471, C96 1.487, H107 1.142, H108 1.101
96 C -1.8753 4.6476 1.6769  C95 1.487, O97 1.375, H109 1.113, H110 1.118
97 O -0.8002 4.6431 0.8202  C96 1.375, C98 1.467
98 C -0.8764 3.4490 -0.0284  O97 1.467, H111 1.141, H112 1.091, H113 1.084
99 H -4.6870 7.1696 7.6621  C90 1.071
100 H -3.8832 8.6626 8.2113  C90 1.080
101 H -3.1686 7.0368 8.5955  C90 1.094
102 H -4.3148 6.5836 5.6190  C92 1.082
103 H -3.0937 5.7256 6.3884  C92 1.108
104 H -1.3676 6.6010 5.1625  C93 1.107
105 H -2.3628 7.7633 4.2444  C93 1.094
106 H -2.5529 4.9023 4.1674  N94 0.968
107 H -0.6948 5.9084 2.7974  C95 1.142
108 H -2.0229 6.7669 1.9284  C95 1.101
109 H -2.8647 4.6066 1.1697  C96 1.113
110 H -1.6688 3.7672 2.3337  C96 1.118
111 H -0.7649 2.5069 0.6059  C98 1.141
112 H -0.1589 3.4177 -0.8502  C98 1.091
113 H -1.8660 3.4682 -0.4711  C98 1.084
114 C -6.2132 -5.2184 -1.1437  O115 1.371, H123 1.062, H124 1.115, H125 1.110
115 O -5.6972 -4.9290 -2.3803  C114 1.371, C116 1.356
116 C -6.5375 -4.4285 -3.3193  O115 1.356, C117 1.586, H126 1.094, H127 1.097
117 C -5.6679 -3.5740 -4.3342  C116 1.586, N118 1.495, H128 1.101, H129 1.065
118 N -5.6237 -2.1327 -3.9380  C117 1.495, C119 1.437, H130 0.995
119 C -5.0109 -1.8563 -2.6676  N118 1.437, C120 1.543, H131 1.087, H132 1.113
120 C -5.2269 -0.3761 -2.2890  C119 1.543, O121 1.428, H133 1.118, H134 1.139
121 O -6.6231 -0.2114 -2.0405  C120 1.428, C122 1.409
122 C -7.0174 1.1215 -1.8088  O121 1.409, H135 1.102, H136 1.095, H137 1.105
123 H -5.5384 -5.7696 -0.5371  C114 1.062
124 H -7.1662 -5.7827 -1.2694  C114 1.115
125 H -6.4576 -4.2386 -0.6828  C114 1.110
126 H -7.2786 -3.7988 -2.8175  C116 1.094
127 H -7.0379 -5.2839 -3.7907  C116 1.097
128 H -5.9909 -3.7157 -5.3771  C117 1.101
129 H -4.7301 -4.0758 -4.3840  C117 1.065
130 H -6.5499 -1.7846 -4.0418  N118 0.995
131 H -3.9713 -2.1594 -2.7595  C119 1.087
132 H -5.5101 -2.4446 -1.8649  C119 1.113
133 H -5.0333 0.1703 -3.2453  C120 1.118
134 H -4.5116 0.0105 -1.4910  C120 1.139
135 H -6.7605 1.5418 -0.8230  C122 1.102
136 H -8.1070 1.2311 -1.8317  C122 1.095
137 H -6.5652 1.7957 -2.5583  C122 1.105
138 C 1.1923 -3.3905 6.1089  O139 1.433, H147 1.145, H148 1.103, H149 1.063
139 O 2.4521 -2.8107 5.7473  C138 1.433, C140 1.493
140 C 3.3626 -2.6369 6.9172  O139 1.493, C141 1.481, H150 1.128, H151 1.115
141 C 4.6568 -2.2388 6.3181  C140 1.481, N142 1.447, H152 1.092, H153 1.147
142 N 4.5956 -0.9083 5.7516  C141 1.447, C143 1.497, H154 1.000
143 C 5.8404 -0.7102 4.9437  N142 1.497, C144 1.557, H155 1.145, H156 1.094
144 C 5.7113 0.6497 4.1962  C143 1.557, O145 1.400, H157 1.055, H158 1.081
145 O 4.7879 0.5360 3.1505  C144 1.400, C146 1.375
146 C 5.3654 0.0644 1.9957  O145 1.375, H159 1.099, H160 1.080, H161 1.122
147 H 1.4305 -4.4164 6.5587  C138 1.145
148 H 0.4770 -3.3142 5.2734  C138 1.103
149 H 0.7538 -2.8364 6.9031  C138 1.063
150 H 3.2943 -3.7115 7.2544  C140 1.128
151 H 3.0832 -1.9157 7.7196  C140 1.115
152 H 4.8350 -2.9551 5.5134  C141 1.092
153 H 5.4633 -2.4296 7.1111  C141 1.147
154 H 3.8176 -0.9108 5.1229  N142 1.000
155 H 6.0371 -1.5758 4.2202  C143 1.145
156 H 6.6642 -0.6614 5.6619  C143 1.094
157 H 6.5965 1.0561 3.7922  C144 1.055
158 H 5.3469 1.4000 4.8836  C144 1.081
159 H 5.8936 -0.8992 2.0322  C146 1.099
160 H 6.1190 0.7149 1.5758  C146 1.080
161 H 4.5353 0.0580 1.2413  C146 1.122
162 C 4.7350 9.2075 0.0294  O163 1.412, H171 1.113, H172 1.070, H173 1.108
163 O 5.6931 8.4215 0.7071  C162 1.412, C164 1.449
164 C 6.8201 7.9937 -0.0967  O163 1.449, C165 1.507, H174 1.125, H175 1.094
165 C 7.3942 6.7345 0.5000  C164 1.507, N166 1.507, H176 1.125, H177 1.081
166 N 6.8232 5.4530 -0.0494  C165 1.507, C167 1.423, H178 1.013
167 C 7.4989 4.2830 0.3983  N166 1.423, C168 1.509, H179 1.147, H180 1.108
168 C 6.9535 3.0751 -0.3231  C167 1.509, O169 1.415, H181 1.141, H182 1.101
169 O 5.5667 2.9600 -0.0674  C168 1.415, C170 1.480
170 C 4.9428 1.9650 -0.9686  O169 1.480, H183 1.108, H184 1.043, H185 1.086
171 H 5.0192 10.2675 -0.1532  C162 1.113
172 H 3.8509 9.1366 0.6275  C162 1.070
173 H 4.4919 8.8569 -0.9935  C162 1.108
174 H 7.5682 8.8337 -0.1371  C164 1.125
175 H 6.5888 7.7282 -1.1325  C164 1.094
176 H 7.2949 6.7120 1.6208  C165 1.125
177 H 8.4286 6.7137 0.1854  C165 1.081
178 H 5.9018 5.3200 0.3496  N166 1.013
179 H 7.2661 4.0858 1.5038  C167 1.147
180 H 8.5952 4.3771 0.2642  C167 1.108
181 H 7.5223 2.1376 -0.0079  C168 1.141
182 H 7.0581 3.1758 -1.4141  C168 1.101
183 H 4.9142 2.4117 -1.9825  C170 1.108
184 H 3.9800 1.7973 -0.6050  C170 1.043
185 H 5.4875 1.0252 -0.9836  C170 1.086
186 C 3.8807 3.8124 2.6515  O187 1.457, H195 1.091, H196 1.126, H197 1.064
187 O 3.7512 5.0008 1.8189  C186 1.457, C188 1.417
188 C 2.8218 4.7860 0.7710  O187 1.417, C189 1.541, H198 1.117, H199 1.108
189 C 2.6874 6.1204 0.0127  C188 1.541, N190 1.503, H200 1.115, H201 1.092
190 N 1.4285 6.3099 -0.7855  C189 1.503, C191 1.455, H202 1.031
191 C 1.5363 5.7094 -2.1059  N190 1.455, C192 1.496, H203 1.088, H204 1.113
192 C 0.4901 6.1239 -3.0921  C191 1.496, O193 1.432, H205 1.089, H206 1.108
193 O -0.6634 5.2766 -3.0435  C192 1.432, C194 1.450
194 C -1.7797 5.7426 -3.8429  O193 1.450, H207 1.104, H208 1.073, H209 1.097
195 H 2.9123 3.3327 2.8048  C186 1.091
196 H 4.2381 4.0352 3.6956  C186 1.126
197 H 4.4848 3.0820 2.1678  C186 1.064
198 H 1.8543 4.4829 1.2405  C188 1.117
199 H 3.0835 3.9906 0.0462  C188 1.108
200 H 3.5983 6.2264 -0.6220  C189 1.115
201 H 2.6940 6.8952 0.7818  C189 1.092
202 H 0.6264 5.9464 -0.2486  N190 1.031
203 H 1.6604 4.6291 -2.0874  C191 1.088
204 H 2.4672 6.1890 -2.4844  C191 1.113
205 H 0.9029 6.0351 -4.0960  C192 1.089
206 H 0.2532 7.1944 -2.9328  C192 1.108
207 H -1.3409 6.1155 -4.7843  C194 1.104
208 H -2.2110 6.5860 -3.3394  C194 1.073
209 H -2.3851 4.9211 -4.2463  C194 1.097
210 C 0.1301 1.4078 -10.0391  O211 1.409, H219 1.077, H220 1.127, H221 1.071
211 O 0.0714 2.2435 -8.9061  C210 1.409, C212 1.399
212 C 1.2874 2.8489 -8.5698  O211 1.399, C213 1.525, H222 1.182, H223 1.121
213 C 1.2536 3.4462 -7.1666  C212 1.525, N214 1.518, H224 1.166, H225 1.101
214 N 0.6740 2.4435 -6.1854  C213 1.518, C215 1.459, H226 1.015
215 C 0.9428 2.9089 -4.8287  N214 1.459, C216 1.467, H227 1.069, H228 1.140
216 C 0.0102 2.2641 -3.8983  C215 1.467, O217 1.363, H229 1.145, H230 1.124
217 O -1.2499 2.6323 -4.2658  C216 1.363, C218 1.395
218 C -2.2234 1.8467 -3.6482  O217 1.395, H231 1.115, H232 1.128, H233 1.105
219 H -0.7323 0.7688 -10.1268  C210 1.077
220 H 1.0440 0.7628 -9.9053  C210 1.127
221 H 0.1928 1.9356 -10.9683  C210 1.071
222 H 1.6070 3.7117 -9.3112  C212 1.182
223 H 2.0570 2.0332 -8.5782  C212 1.121
224 H 0.6680 4.4549 -7.1520  C213 1.166
225 H 2.2598 3.7302 -6.8225  C213 1.101
226 H -0.3369 2.3714 -6.2358  N214 1.015
227 H 0.8487 3.9652 -4.6926  C215 1.069
228 H 2.0217 2.6230 -4.5978  C215 1.140
229 H 0.2971 2.4871 -2.8124  C216 1.145
230 H 0.0642 1.1414 -3.8966  C216 1.124
231 H -2.3034 2.0821 -2.5611  C218 1.115
232 H -2.1394 0.7416 -3.8565  C218 1.128
233 H -3.2310 2.0162 -4.0695  C218 1.105
234 C -1.2900 -6.2275 -4.9111  O235 1.418, H243 1.111, H244 1.129, H245 1.098
235 O -1.7587 -6.8467 -3.7249  C234 1.418, C236 1.391
236 C -1.0750 -7.9533 -3.2309  O235 1.391, C237 1.494, H246 1.090, H247 1.108
237 C 0.1806 -7.5215 -2.5467  C236 1.494, N238 1.454, H248 1.113, H249 1.147
238 N -0.0401 -6.7911 -1.3093  C237 1.454, C239 1.511, H250 0.983
239 C -0.2568 -7.7347 -0.1493  N238 1.511, C240 1.562, H251 1.083, H252 1.108
240 C -0.6829 -6.9150 1.1105  C239 1.562, O241 1.410, H253 1.092, H254 1.107
241 O -1.9578 -6.3599 0.8793  C240 1.410, C242 1.434
242 C -2.2446 -5.4019 1.9065  O241 1.434, H255 1.134, H256 1.133, H257 1.051
243 H -1.4503 -6.8434 -5.8223  C234 1.111
244 H -0.1905 -5.9816 -4.8363  C234 1.129
245 H -1.8693 -5.2988 -4.9960  C234 1.098
246 H -0.8442 -8.6028 -4.0747  C236 1.090
247 H -1.8364 -8.4394 -2.5894  C236 1.108
248 H 0.6964 -6.8933 -3.3074  C237 1.113
249 H 0.8946 -8.4110 -2.4303  C237 1.147
250 H -0.9026 -6.3696 -1.5223  N238 0.983
251 H 0.6942 -8.2077 0.0647  C239 1.083
252 H -1.0395 -8.4904 -0.3568  C239 1.108
253 H 0.2084 -6.3096 1.2901  C240 1.092
254 H -0.8154 -7.6674 1.9110  C240 1.107
255 H -2.2212 -5.7025 2.9995  C242 1.134
256 H -3.2808 -5.0063 1.6732  C242 1.133
257 H -1.5494 -4.6215 1.7960  C242 1.051
258 C 0.9513 0.0747 2.6472  O259 1.448, H267 1.132, H268 1.122, H269 1.033
259 O 0.8157 1.1914 1.7351  C258 1.448, C260 1.442
260 C 1.6548 1.0322 0.5730  O259 1.442, C261 1.544, H270 1.153, H271 1.116
261 C 0.9657 0.3692 -0.6387  C260 1.544, N262 1.462, H272 1.066, H273 1.114
262 N 0.3975 -0.9668 -0.4669  C261 1.462, C263 1.397, H274 1.010
263 C -0.9860 -0.9178 -0.2835  N262 1.397, C264 1.513, H275 1.084, H276 1.099
264 C -1.6961 -2.2469 -0.1443  C263 1.513, O265 1.433, H277 1.119, H278 1.063
265 O -1.5955 -2.9249 -1.4031  C264 1.433, C266 1.411
266 C -2.4093 -4.0769 -1.4574  O265 1.411, H279 1.107, H280 1.080, H281 1.084
267 H 0.1820 0.2795 3.4519  C258 1.132
268 H 1.9812 0.0018 3.0869  C258 1.122
269 H 0.6997 -0.8309 2.2174  C258 1.033
270 H 2.5799 0.4104 0.8686  C260 1.153
271 H 1.9505 2.0622 0.2605  C260 1.116
272 H 1.7664 0.4422 -1.3386  C261 1.066
273 H 0.1537 1.0861 -0.8973  C261 1.114
274 H 0.7174 -1.4879 -1.2708  N262 1.010
275 H -1.3680 -0.3328 -1.1119  C263 1.084
276 H -1.0809 -0.3383 0.6454  C263 1.099
277 H -2.7806 -2.0374 0.0367  C264 1.119
278 H -1.3609 -2.8948 0.6295  C264 1.063
279 H -3.4672 -3.7591 -1.3844  C266 1.107
280 H -2.0827 -4.7044 -0.6412  C266 1.080
281 H -2.3576 -4.5914 -2.4105  C266 1.084
282 C 3.4227 -4.8157 -4.4197  O283 1.441, H291 1.144, H292 1.114, H293 1.149
283 O 2.4414 -4.3597 -3.4678  C282 1.441, C284 1.394
284 C 2.7562 -4.9067 -2.2250  O283 1.394, C285 1.495, H294 1.050, H295 1.119
285 C 2.1685 -3.9697 -1.2196  C284 1.495, N286 1.504, H296 1.103, H297 1.104
286 N 2.2092 -4.5352 0.1736  C285 1.504, C287 1.472, H298 0.973
287 C 1.9442 -3.5701 1.2534  N286 1.472, C288 1.541, H299 1.115, H300 1.058
288 C 2.4066 -4.1763 2.5922  C287 1.541, O289 1.444, H301 1.086, H302 1.105
289 O 1.5619 -5.2966 2.9317  C288 1.444, C290 1.414
290 C 2.2476 -6.1474 3.8287  O289 1.414, H303 1.108, H304 1.048, H305 1.125
291 H 2.9895 -4.3906 -5.3891  C282 1.144
292 H 3.5609 -5.9191 -4.4819  C282 1.114
293 H 4.4604 -4.3263 -4.3539  C282 1.149
294 H 3.7845 -4.9471 -2.0159  C284 1.050
295 H 2.2626 -5.9046 -2.1133  C284 1.119
296 H 1.1782 -3.8075 -1.6783  C285 1.103
297 H 2.6950 -2.9995 -1.2555  C285 1.104
298 H 1.6659 -5.3414 0.2021  N286 0.973
299 H 0.8742 -3.2897 1.3944  C287 1.115
300 H 2.4578 -2.6752 1.0215  C287 1.058
301 H 2.3052 -3.5539 3.4767  C288 1.086
302 H 3.4620 -4.4668 2.4448  C288 1.105
303 H 1.8775 -7.1667 3.6002  C290 1.108
304 H 2.1000 -5.8937 4.8342  C290 1.048
305 H 3.3106 -6.1833 3.4626  C290 1.125

Energy relative to the best compared isomer or geometry (same formula, charge and spin) = 97.2 kcal per mole
Spin multiplicity = 1
Maximum force = 0.0694 hartree/bohr
Molar mass = 1687.43 g/mol
Lowest unoccupied orbital energy = 0.021 Ha
HOMO-LUMO gap = 8.91 eV

Results of the Löwdin charge analysis, in e, for atoms 1 through 4: C -0.063; C -0.426; C -0.231; O -0.179